1.
Formula: C2H14O4S2
Source: OMol25
Level of theory: ωB97M-V/def2-TZVPD

XYZ file:
```
22
Properties=species:S:1:pos:R:3:forces:R:3
C 2.9271 0.7297 -1.4516 0.759 1.606 -1.190
C 1.6975 0.2031 -0.7027 0.366 -1.006 0.942
S 0.2265 0.7345 -1.6827 1.116 -0.115 0.193
S -1.1561 -0.5608 -0.9097 -0.749 0.121 0.032
H 2.8594 0.5321 -2.5566 -0.476 0.057 0.922
H 2.8984 1.8778 -1.3799 0.528 -1.596 -0.028
H 3.9818 0.3312 -1.2778 -1.589 0.469 0.773
H 1.7428 -0.8977 -0.6148 -0.251 0.738 -0.731
H 1.6008 0.4670 0.3814 0.192 0.722 -0.948
H -2.1319 0.3807 -0.9509 0.157 -0.395 0.281
O 1.3556 -3.3300 1.6372 2.322 -0.838 -1.205
H 0.7188 -2.9148 2.1614 -1.608 1.068 1.342
H 2.2216 -3.0849 2.0197 -0.753 -0.186 -0.287
O -1.2509 0.1837 2.8828 3.934 0.391 -0.145
H -2.0773 0.0547 2.5162 -2.713 -0.420 -1.229
H -0.6272 0.1980 2.0989 -1.204 -0.014 1.300
O -4.1623 4.6289 3.2026 1.552 2.592 0.439
H -4.2457 4.3161 2.3249 -0.469 -1.049 -1.417
H -3.6139 5.4538 2.9910 -1.087 -1.540 0.978
O 1.5870 -2.5972 -1.5378 -0.302 -0.347 0.226
H 1.3438 -3.0775 -0.7185 0.515 -0.016 -0.699
H 2.2194 -3.0953 -2.0691 -0.241 -0.244 0.454
```
Positions in Å, forces in eV/Å.

Output
net charge: 0
total energy: -32160.659 eV
relative energy (zero: lowest compared OMol25 entry of this formula, charge and spin): 32.4 kcal per mole
LUMO energy: 0.34 eV
frontier orbital gap: 8.56 eV
structure (SMILES): CCSS.O.O.O.O

Löwdin atomic charge list, values in e, 2 entries: number 1, C, carries -0.209; number 2, C, carries -0.634


2.
Formula: C47H120N26O15
Source: OMol25
Level of theory: ωB97M-V/def2-TZVPD

XYZ file:
```
208
Properties=species:S:1:pos:R:3:forces:R:3
C -4.9082 -4.8889 0.6435 -0.996 0.243 1.509
O -4.1552 -5.4737 1.4065 1.147 -0.264 0.315
N -6.0383 -4.2494 1.1672 -0.436 -0.633 0.509
N -4.7306 -4.7852 -0.6875 -1.722 0.789 -0.170
H -6.3980 -4.4987 2.1224 1.123 0.096 -1.650
H -6.7804 -4.0692 0.5151 -0.123 0.401 -0.132
H -3.8419 -5.0112 -1.0792 0.226 -0.032 -0.204
H -5.4357 -4.1821 -1.1543 1.160 -0.324 0.008
C -0.9463 -4.6387 3.7818 0.312 -0.927 -0.760
O -0.1108 -4.0348 4.4386 1.067 0.247 0.910
N -2.2334 -4.2525 3.8631 -1.157 0.830 -0.626
N -0.6004 -5.7411 3.0010 0.197 0.396 -0.080
H -2.3126 -3.3198 4.2921 -0.083 -0.778 -0.307
H -2.8953 -4.3953 3.0900 0.337 -0.421 0.396
H 0.4239 -5.8932 2.8734 -1.347 0.664 0.121
H -1.1956 -5.9118 2.1932 0.117 -0.104 0.350
C -5.2168 0.1738 0.8109 0.228 -0.170 -0.290
O -6.1977 0.6011 0.2150 -0.273 -0.204 -0.502
N -4.6480 0.9382 1.8071 0.356 0.447 0.595
N -4.6545 -1.0817 0.5546 -0.459 0.555 -0.640
H -3.7616 0.6285 2.1531 0.457 -0.004 -0.018
H -4.8498 1.9450 1.9811 -0.156 -1.621 -0.782
H -3.6941 -1.2727 0.8538 -0.636 0.286 -0.242
H -5.0625 -1.6096 -0.2742 0.530 0.962 1.660
C -1.5207 -1.0402 2.7261 0.630 0.533 -0.241
O -1.8600 -0.4972 1.6725 -0.664 0.093 -0.033
N -2.1643 -0.9024 3.9187 0.122 -0.568 0.883
N -0.4092 -1.8098 2.7639 0.086 0.316 0.543
H -2.9406 -0.2863 4.0065 -0.338 0.573 -0.418
H -1.5972 -0.8838 4.7632 0.078 -0.189 -0.297
H -0.2375 -2.3759 3.5825 0.022 -0.383 -0.079
H -0.1215 -2.1430 1.8629 0.398 -0.048 -0.520
C -0.6991 -6.0914 -4.1982 -0.921 1.130 0.262
O -1.7814 -5.4905 -4.1070 0.835 0.039 -0.072
N 0.4958 -5.4448 -4.2741 -0.404 -0.944 0.061
N -0.6499 -7.4251 -4.1641 2.268 -1.631 -0.671
H 1.3877 -5.9199 -4.1830 -0.424 0.453 -0.183
H 0.3564 -4.4988 -4.5222 0.722 1.050 -0.247
H 0.0749 -7.9597 -4.6619 -0.521 0.705 0.643
H -1.4754 -7.9132 -4.0022 -1.550 -0.593 0.145
C 2.1768 -7.7713 -0.1019 -0.676 -0.375 -1.145
O 2.6688 -8.1458 -1.1648 -0.196 0.235 0.849
N 2.8742 -7.0040 0.8096 -0.409 0.318 0.459
N 0.8833 -8.0973 0.2395 1.556 1.121 1.530
H 2.4169 -6.2497 1.3577 0.227 -0.760 -0.382
H 3.6989 -6.6687 0.3523 0.514 0.132 0.013
H 0.2789 -8.5371 -0.3697 -0.887 -0.991 -1.640
H 0.4651 -7.7552 1.0752 -0.025 0.180 0.452
C -6.2886 -1.8920 -2.4818 -0.899 1.301 -0.668
O -6.3976 -2.4337 -1.3714 0.313 -0.119 -0.442
N -6.3216 -0.5254 -2.6522 0.279 -1.928 1.233
N -6.3073 -2.6131 -3.6541 0.294 0.444 -0.014
H -6.2978 -0.2306 -3.6031 -0.086 0.768 -0.081
H -6.4740 0.0123 -1.7899 0.242 0.169 -0.603
H -6.2651 -3.5766 -3.4483 0.074 -1.120 -0.038
H -5.7560 -2.3447 -4.4762 -0.106 0.222 0.653
C 0.8630 -1.4180 -5.8845 0.401 0.797 -1.134
O 0.6246 -2.4043 -6.5821 -1.354 0.026 0.149
N 0.0982 -0.2844 -5.7376 -0.914 -1.334 -1.076
N 2.1274 -1.3160 -5.3757 0.499 -0.117 0.395
H 0.3817 0.4459 -5.1040 -0.291 -0.069 0.091
H -0.8651 -0.2650 -6.1551 1.521 -0.040 0.828
H 2.2101 -0.7565 -4.5694 0.240 0.870 0.982
H 2.6360 -2.1795 -5.2747 -0.210 -0.119 -0.289
C 1.3398 -0.3251 5.8661 2.776 0.849 1.027
O 0.2331 0.1393 5.8357 -1.750 -0.154 -0.186
N 2.1820 -0.2066 6.9906 -1.701 -0.186 0.001
N 2.0598 -0.7497 4.7828 -1.017 -0.678 -1.466
H 1.7909 -0.2178 7.9438 0.296 0.036 -1.129
H 3.0706 -0.6108 6.8346 0.821 -0.320 0.517
H 1.5514 -0.9813 3.9109 0.203 0.500 0.923
H 2.8528 -1.3425 4.9205 0.293 -0.123 0.161
C -3.1454 -1.7647 -6.0102 -0.120 -0.761 0.931
O -4.0883 -1.5955 -5.2334 0.217 0.165 -0.802
N -2.7993 -0.8348 -6.9808 -0.044 0.818 -0.756
N -2.2976 -2.8306 -5.9314 -1.235 0.661 0.059
H -3.4140 -0.0448 -7.1516 -0.114 -0.494 0.527
H -2.2834 -1.0510 -7.8295 -0.052 -0.544 0.554
H -2.3729 -3.5159 -5.1753 0.065 0.388 -0.459
H -1.4590 -2.6966 -6.4434 1.243 -0.587 -0.173
C 2.6231 -5.5869 4.0409 0.375 -1.003 0.206
O 2.3035 -5.0924 2.9692 0.095 -0.040 -0.899
N 3.0658 -6.8976 4.1458 -0.665 -0.450 0.979
N 2.6223 -4.8212 5.1566 -0.899 1.105 0.583
H 2.8825 -7.4290 5.0357 0.405 0.949 -1.576
H 2.9891 -7.4259 3.2736 0.061 0.187 0.512
H 2.4648 -5.2684 6.0536 0.200 0.047 -0.257
H 1.9737 -4.0224 4.9916 0.568 -0.947 0.355
C 0.9634 3.7489 -4.3076 -1.252 0.807 -0.709
C 0.0642 3.3591 -3.1329 -1.839 -1.501 -0.256
C -1.0128 4.4339 -2.8470 1.367 1.178 2.446
C -2.1766 4.4558 -3.7664 -0.970 1.249 -1.599
C -2.9383 3.1488 -3.9246 1.767 -1.316 -0.147
C -2.1578 2.0218 -3.2162 -0.263 -0.189 0.113
N -0.7123 2.0579 -3.6224 0.147 1.373 0.975
O -0.0531 0.9000 -3.1367 0.354 0.045 -0.930
C -2.3494 1.9530 -1.6800 -1.477 -0.411 -1.017
C -2.7440 0.7476 -3.7368 -1.293 -1.909 -0.280
C 0.8463 3.0087 -1.8751 1.051 -0.062 -1.034
H 1.6862 3.0012 -4.4608 1.086 -1.097 -0.138
H 1.4875 4.6956 -4.1567 -0.073 0.004 0.194
H 0.4080 3.8171 -5.2902 0.284 0.012 1.202
H -1.1842 4.5385 -1.7274 -0.294 -0.630 -1.256
H -0.5257 5.3893 -3.0341 0.354 0.206 0.015
H -1.6140 4.8043 -4.7033 -1.512 -0.838 0.517
H -2.9347 5.2409 -3.5795 0.805 0.049 0.283
H -2.8923 2.8701 -4.9746 -0.244 -0.029 -0.274
H -3.9740 2.9683 -3.6098 0.170 1.084 0.173
H -1.6614 1.2060 -1.3609 0.210 -0.708 0.785
H -2.1423 2.8478 -1.1741 0.322 1.244 0.658
H -3.3968 1.6509 -1.3921 1.016 0.095 -0.433
H -2.5111 0.5184 -4.8032 0.239 0.285 0.909
H -2.4248 -0.0987 -3.0671 -0.419 0.499 -1.016
H -3.8864 0.7760 -3.7259 1.465 0.008 0.313
H 1.3286 3.8354 -1.4280 0.235 1.527 0.390
H 1.6875 2.3745 -2.1021 0.317 -0.463 -0.430
H 0.3625 2.5026 -1.0835 -1.220 -0.431 0.654
H -0.1423 0.7168 -2.1861 -0.179 0.493 0.229
C 5.0315 5.0076 2.7251 0.709 -1.375 -0.213
C 4.9040 4.8442 1.1973 0.544 -0.174 -0.985
C 4.0275 6.0003 0.6334 -0.739 -0.515 -0.587
C 4.0050 6.0374 -0.9238 0.207 -1.414 1.677
C 5.4015 6.3407 -1.3648 1.227 -1.706 -0.411
C 6.4550 5.2265 -0.8531 -1.177 0.136 -0.158
N 6.2913 5.1460 0.6421 0.181 -0.382 0.167
O 7.1844 4.1052 1.1659 -0.822 0.022 -0.783
C 6.2843 3.8450 -1.5294 -0.742 -1.226 -0.060
C 7.8701 5.6909 -1.2326 -0.239 0.801 1.092
C 4.2785 3.4233 0.8690 -0.129 0.042 -0.172
H 5.7738 5.7653 2.9137 0.082 0.497 0.187
H 5.3753 4.0794 3.2889 -0.605 1.017 -0.942
H 4.0661 5.3233 3.0606 -0.563 0.127 0.668
H 2.9698 5.9124 0.9452 0.510 -0.183 0.376
H 4.4213 6.9449 1.0172 -0.041 0.004 -0.010
H 3.2784 6.7343 -1.2596 -0.515 0.972 -0.318
H 3.6177 5.0483 -1.2964 0.675 0.744 0.200
H 5.7594 7.3338 -1.1295 -0.051 0.237 0.787
H 5.4374 6.3572 -2.4372 0.219 -0.368 -0.858
H 6.8137 3.0748 -0.9464 0.483 0.542 -0.223
H 5.2852 3.3167 -1.5706 0.554 1.403 -0.188
H 6.7095 3.8773 -2.5439 -0.241 -0.117 0.294
H 8.0514 6.7119 -0.8376 -0.095 -0.457 -0.289
H 8.6195 5.0465 -0.7876 0.101 -0.251 0.021
H 8.0099 5.6836 -2.3084 -0.106 0.077 -0.124
H 4.9676 2.6552 0.4734 0.133 0.507 0.836
H 3.4833 3.3793 0.0999 0.197 0.700 0.290
H 3.7987 3.0846 1.7976 0.241 -0.236 -0.288
H 7.8498 4.5440 1.6992 -0.105 0.505 0.000
C 2.6002 -1.0457 0.8980 -1.647 1.626 -0.564
C 1.9445 -1.8750 -0.2313 1.315 1.644 -0.869
C 2.1859 -3.3362 0.0835 0.912 0.212 0.402
C 1.5997 -4.2716 -0.9234 0.217 -1.285 -0.741
C 0.0895 -3.9534 -1.0502 1.581 0.389 -0.225
C -0.2269 -2.4759 -1.3342 0.323 -0.202 0.056
N 0.5031 -1.6657 -0.3015 -1.342 -0.223 -0.274
O 0.1320 -0.2864 -0.5784 0.614 -0.487 0.921
C 0.0341 -2.1178 -2.8133 1.192 -2.235 1.543
C -1.6937 -2.2468 -1.1450 -0.583 0.091 0.819
C 2.5830 -1.3655 -1.5657 -0.302 -0.193 -1.350
H 3.6892 -1.0390 0.8904 -0.096 -0.467 -0.004
H 2.1684 -1.3384 1.8516 0.271 -0.110 0.233
H 2.2859 0.0247 0.7282 0.347 -0.888 0.284
H 3.2313 -3.4374 0.4239 0.117 -0.241 -1.080
H 1.7591 -3.5524 1.0381 -1.021 -0.023 0.834
H 1.8048 -5.3657 -0.6517 -0.636 1.589 -0.332
H 2.0571 -4.1718 -1.9259 -0.006 0.088 0.395
H -0.3490 -4.2031 -0.1106 -0.751 -0.483 0.658
H -0.2578 -4.5363 -1.8774 -0.822 -0.485 -0.240
H -0.0317 -1.0927 -2.8834 -0.206 1.871 -0.848
H 1.0293 -2.4691 -3.0117 0.347 0.113 -0.657
H -0.6217 -2.6465 -3.4805 -0.661 -0.050 -0.121
H -2.0288 -1.2165 -1.2864 0.302 -0.034 0.120
H -2.1458 -2.7977 -1.9436 -0.821 -0.638 -0.162
H -2.0085 -2.5785 -0.1441 -0.180 -0.029 -0.339
H 2.7485 -2.2325 -2.2791 -0.263 1.152 0.676
H 3.5811 -0.9518 -1.4063 -0.135 0.176 0.108
H 1.8960 -0.5618 -2.0756 1.558 -1.522 1.040
H -0.5028 -0.1482 0.1516 -0.017 0.134 -0.034
C -2.1894 3.3629 6.5278 1.139 -0.658 0.635
C -2.1575 3.9604 5.1470 -1.448 -1.146 -0.455
C -1.7165 5.3798 5.2845 -0.419 2.303 -1.572
C -1.3503 5.9644 3.8668 0.292 -1.550 1.285
C -0.2447 5.0281 3.3434 -0.093 0.520 1.702
C -0.6582 3.6161 3.0980 0.448 -0.071 -0.037
N -1.1544 3.2102 4.3946 0.950 -0.989 0.653
O -1.4919 1.8400 4.3638 -0.574 -0.759 -0.102
C -1.6446 3.4191 1.9619 -2.113 0.945 0.847
C 0.6201 2.7730 2.7622 -1.477 0.042 1.341
C -3.6093 3.9013 4.6179 -0.240 0.042 -0.464
H -2.7669 4.0158 7.1586 -0.736 -0.094 0.364
H -1.1581 3.4974 6.9103 -0.359 -0.668 0.011
H -2.5058 2.2847 6.5469 0.255 1.223 0.129
H -2.4968 6.0563 5.7615 0.932 -1.105 -0.233
H -0.7928 5.3577 5.8298 0.384 0.343 0.703
H -0.9057 6.9410 3.9166 -0.115 0.655 0.263
H -2.2546 6.0048 3.2546 0.277 -0.038 -0.225
H 0.6255 5.0000 4.0723 -1.062 0.199 -0.596
H 0.1286 5.4210 2.4730 1.095 1.002 -2.401
H -2.5944 4.0515 2.0492 1.332 -0.726 -0.003
H -1.2298 3.6433 1.0076 0.527 0.069 -0.810
H -1.9688 2.3904 2.0117 -0.084 -0.447 -0.326
H 0.5002 1.8690 3.3632 0.622 -0.017 -0.242
H 0.5726 2.4791 1.7424 0.386 -0.162 -0.988
H 1.5219 3.3074 3.0254 0.284 -0.023 -0.044
H -4.0257 2.8781 4.5341 0.454 0.440 -0.037
H -3.7624 4.4445 3.6718 0.110 -0.336 0.266
H -4.2064 4.4282 5.3561 -0.280 0.013 0.123
H -0.7506 1.2867 4.7118 -0.475 0.997 0.145
```
Positions in Å, forces in eV/Å.

Output
net charge: 0
total energy: -120147.949 eV
LUMO energy: 0.20 eV
frontier orbital gap: 8.26 eV

Löwdin atomic charge list, values in e, 2 entries: number 1, C, carries -0.684; number 2, O, carries -0.021


3.
Formula: C7H12F3N3O2
Source: OMol25
Level of theory: ωB97M-V/def2-TZVPD

XYZ file:
```
27
Properties=species:S:1:pos:R:3:forces:R:3
H -1.0581 1.6876 -1.7275 -0.431 0.733 -0.472
N -0.6003 0.8143 -1.9249 -0.460 0.724 0.218
C -0.0639 0.4016 -0.8566 0.296 -2.508 -1.899
C 0.6905 -0.8992 -0.9982 1.526 2.531 -0.815
C 2.1083 -0.4680 -1.5648 0.561 -1.214 4.174
C 2.8294 0.1594 -0.3587 -1.005 1.142 1.610
C -0.1167 1.0656 0.4471 -0.898 1.142 0.466
N 0.1322 0.4960 1.5134 1.002 -2.955 -0.075
H 0.0550 0.8060 2.4545 -0.363 1.293 0.239
C -0.6754 2.4667 0.4599 1.307 0.973 2.083
F -1.9738 2.4632 0.1948 -0.119 0.624 -0.682
F -0.5576 2.9520 1.7567 -0.197 -0.033 -1.347
F 0.0636 3.3030 -0.3214 -1.258 -0.413 0.282
H 0.6018 -1.3840 -0.0708 1.135 -0.787 1.248
H 0.4027 -1.5857 -1.7235 -1.876 -0.679 -1.303
H 2.1405 0.3525 -2.2467 -0.669 -0.263 -1.356
H 2.6369 -1.4257 -1.8194 -0.265 1.243 -0.355
H 2.9535 -0.3950 0.5505 -0.680 -1.179 0.385
H 3.8019 0.4253 -0.4818 3.253 0.555 -1.445
H 2.5076 1.1525 0.0824 -0.722 -0.893 -1.034
C -3.0426 -1.2251 0.4323 1.798 -1.385 -2.502
N -2.0821 -1.9401 0.8721 1.778 -1.942 0.692
O -1.3311 -2.6653 0.2019 0.173 0.081 0.133
O -1.8582 -2.0278 2.2682 -0.235 0.450 -0.010
H -3.0198 -1.3355 -0.6779 -0.902 0.730 1.191
H -3.5801 -0.7587 1.1525 -1.905 1.697 1.401
H -0.9643 -2.4354 2.3859 -0.842 0.332 -0.825
```
Positions in Å, forces in eV/Å.

Output
net charge: 0
total energy: -24165.668 eV
relative energy (zero: lowest compared OMol25 entry of this formula, charge and spin): 36.1 kcal per mole
LUMO energy: -0.12 eV
frontier orbital gap: 9.35 eV
structure (SMILES): [H]/N=C(CCC)\C(=N\[H])C(F)(F)F.C=[N+]([O-])O

Löwdin atomic charge list, values in e, 2 entries: number 1, H, carries 0.038; number 2, N, carries 0.213


Number 1: HOMO level -8.22 eV. Number 2: HOMO level -8.07 eV. Number 3: HOMO level -9.46 eV.